No. 1
C13H16NS | ωB97M-V/def2-TZVPD

## Properties
E_LUMO   -0.1104 Eh
Total charge   +1
Relative energy (zero: lowest compared OMol25 entry of this formula, charge and spin)   1.036 eV
Frontier orbital gap   0.345 hartree
HOMO energy   -12.377 eV

Geometry (Å):
C -0.412 3.505 1.414
C -0.539 2.418 0.913
C 0.199 -3.431 -0.276
C -0.629 -3.704 0.802
C 0.368 -2.126 -0.703
C -1.146 -2.628 1.590
C 0.014 -1.122 0.197
C -0.885 -1.382 1.217
C -0.772 1.060 0.484
C -1.988 0.854 -0.549
C 1.082 2.107 -1.731
C 1.486 0.630 0.960
C 0.944 0.623 -1.265
N 0.348 0.287 0.079
S -1.386 0.111 2.077
H -0.093 4.459 1.527
H 0.701 -4.239 -0.828
H -0.656 -4.699 1.172
H 1.087 -1.958 -1.510
H -1.841 -2.793 2.485
H -2.334 -0.110 -0.527
H -1.663 1.134 -1.546
H -2.836 1.518 -0.178
H 1.437 2.007 -2.761
H 0.142 2.596 -2.101
H 1.805 2.735 -1.201
H 1.120 0.440 2.010
H 2.402 -0.062 0.771
H 1.768 1.567 0.690
H 1.954 0.178 -1.212
H 0.325 0.027 -2.000

No. 2
C13H16OS | ωB97M-V/def2-TZVPD

## Properties
E_LUMO   0.0263 Eh
Relative energy (zero: lowest compared OMol25 entry of this formula, charge and spin)   1.751 eV
Frontier orbital gap   0.328 hartree
HOMO energy   -8.203 eV

Geometry (Å):
C 0.309 1.843 -3.364
C -0.362 2.434 -2.267
C 1.532 1.133 -3.106
C 0.051 2.122 -0.956
C 1.907 0.839 -1.794
C 1.131 1.259 -0.742
C -1.978 -0.938 -0.817
C -0.666 -1.421 -0.206
C -0.722 0.994 2.503
C 0.219 0.069 3.332
C 0.490 0.747 2.020
C 0.958 -2.505 1.432
C -0.421 -2.008 0.977
O -1.450 -2.085 1.862
S 1.865 0.791 0.814
H -0.087 1.905 -4.360
H -1.293 3.002 -2.293
H 2.121 0.917 -3.879
H -0.533 2.392 -0.117
H 2.834 0.415 -1.501
H -1.789 -0.184 -1.664
H -2.469 -1.747 -1.384
H 0.238 -1.424 -0.787
H -2.778 -0.498 -0.184
H -1.681 1.378 2.439
H 0.571 0.580 4.239
H 0.054 -1.003 3.394
H 1.441 -2.637 0.464
H 1.017 -3.443 1.997
H 1.312 -1.774 2.154
H -1.820 -1.154 1.794

No. 3
C13H17Cl2NO2S | ωB97M-V/def2-TZVPD

## Properties
E_LUMO   -0.0081 Eh
Relative energy (zero: lowest compared OMol25 entry of this formula, charge and spin)   1.791 eV
Frontier orbital gap   0.366 hartree
HOMO energy   -10.183 eV

Geometry (Å):
N 2.850 -3.006 -0.930
O 2.621 2.146 0.931
Cl 3.887 0.819 -2.326
Cl 5.337 2.083 -0.342
C 3.487 -2.122 -0.630
O 1.702 0.268 -0.021
S 4.565 -0.809 0.116
C 2.729 1.190 0.250
C 4.024 0.826 -0.531
C -0.229 -1.911 0.559
C -0.708 -0.127 -2.013
C -2.744 -0.914 -0.903
C -2.166 1.017 1.421
C -0.135 1.729 0.326
C -1.635 -0.312 1.835
C 0.513 0.407 0.825
C -1.557 1.273 -0.023
C -0.686 -0.535 0.621
C -1.471 -0.087 -0.631
H -1.126 -2.581 0.524
H 0.420 -2.116 -0.309
H 0.304 -2.003 1.535
H -1.285 0.306 -2.835
H 0.262 0.303 -2.001
H -0.539 -1.181 -2.307
H -3.447 -0.990 -0.114
H -3.249 -0.238 -1.709
H -2.377 -1.875 -1.270
H -3.237 1.071 1.269
H -1.919 1.806 2.046
H 0.523 2.122 -0.487
H -0.032 2.461 1.144
H -2.377 -1.026 1.957
H -1.031 -0.233 2.770
H 0.771 0.286 1.870
H -2.045 1.950 -0.618

No. 4
C13H17ClF3NO2P2 | ωB97M-V/def2-TZVPD

## Properties
E_LUMO   -0.0199 Eh
Frontier orbital gap   0.304 hartree
HOMO energy   -8.821 eV

Geometry (Å):
C 2.324 1.500 -2.582
C 2.261 -0.169 -2.650
C 1.482 -0.794 -1.349
O 0.653 0.373 -0.899
C -0.657 -0.022 -0.319
P -1.977 0.644 -1.531
O -1.669 2.168 -1.905
C -0.766 0.981 0.973
C -2.148 1.675 1.527
C -2.137 2.719 2.821
C -0.743 3.137 3.643
C 0.642 2.424 3.099
C 0.629 1.387 1.801
C -0.475 -1.637 -0.104
P 0.602 -2.198 1.400
N 1.108 -3.738 1.302
C -1.929 -2.393 -0.073
F -2.472 -2.605 -1.463
F -1.834 -3.767 0.530
F -2.922 -1.648 0.785
C 0.312 -1.928 -1.551
Cl 0.766 -3.673 -1.980
H 3.099 1.921 -3.387
H 2.750 1.844 -1.522
H 1.294 2.003 -2.834
H 1.699 -0.497 -3.622
H 3.389 -0.515 -2.601
H 2.340 -1.018 -0.585
H -3.301 0.500 -0.929
H -1.999 -0.133 -2.775
H -3.184 1.488 1.011
H -3.124 3.251 3.227
H -0.806 3.903 4.541
H 1.630 2.683 3.672
H 1.665 0.927 1.442
H -0.180 -2.094 2.635
H 1.816 -1.380 1.520
H 2.160 -3.795 1.315
H -0.294 -1.540 -2.486

Look up the frontier orbital gap of the fourth one.
0.304 hartree

frontier orbital gap of number 3 (C13H17Cl2NO2S)?
0.366 hartree

The lowest frontier orbital gap belongs to which entry?
C13H17ClF3NO2P2